The following is a DFT calculation (the ωB97M-V functional and the def2-TZVPD basis) of a structure of composition C22H35BrIrN2OSeSi.

2S+1 = 6
Expectation value of S² = 8.790
Orbital gap (spin up / spin down) = 8.53 / 5.67 eV
Net charge = +2

Geometry as XYZ:
```
64
C22H35BrIrN2OSeSi, DFT the ωB97M-V functional and the def2-TZVPD basis
Ir 0.401 1.979 -0.651
C 0.588 -6.162 -0.647
C 1.614 -5.029 -0.677
C 2.506 -5.123 0.576
C 2.485 -5.185 -1.942
C 0.969 -3.663 -0.705
C 1.807 -2.507 -0.782
C 1.235 -1.294 -0.858
Br 2.365 0.230 -1.080
C -0.192 -1.065 -0.831
O -0.668 0.110 -0.884
C -1.045 -2.244 -0.752
C -0.417 -3.472 -0.687
C -2.576 -2.217 -0.770
C -3.227 -0.830 -0.772
C -3.096 -2.965 0.476
C -3.043 -2.958 -2.041
H 1.116 -7.116 -0.642
H -0.057 -6.150 -1.529
H -0.033 -6.128 0.252
H 2.966 -6.112 0.607
H 1.918 -4.994 1.488
H 3.309 -4.382 0.571
H 2.933 -6.180 -1.940
H 3.297 -4.456 -1.983
H 1.883 -5.084 -2.848
H 2.885 -2.606 -0.791
H -1.040 -4.350 -0.633
H -2.973 -0.271 0.131
H -4.308 -0.968 -0.790
H -2.952 -0.239 -1.645
H -2.748 -2.484 1.394
H -2.786 -4.010 0.500
H -4.186 -2.944 0.472
H -2.683 -2.456 -2.942
H -4.133 -2.963 -2.068
H -2.700 -3.992 -2.062
N -1.820 1.637 1.820
C -0.588 1.733 2.385
C -0.447 1.667 3.782
C 0.799 1.779 4.340
C 1.919 1.953 3.519
C 1.717 2.003 2.171
N 0.493 1.889 1.599
H -2.639 1.580 2.399
H -1.956 1.751 0.836
H -1.330 1.539 4.396
H 0.913 1.739 5.417
H 2.916 2.045 3.927
H 2.543 2.141 1.486
C 0.245 7.044 1.031
Si 0.570 6.920 -0.761
C 2.283 7.134 -1.356
C -0.829 7.124 -1.914
Se 0.708 4.243 -0.911
H 0.201 8.103 1.317
H 1.041 6.574 1.611
H -0.711 6.588 1.292
H 2.528 8.201 -1.431
H 2.410 6.691 -2.345
H 2.990 6.674 -0.664
H -1.030 8.190 -2.076
H -1.733 6.669 -1.507
H -0.606 6.674 -2.882
```

Atom charges from the Löwdin analysis, given in e for atoms 1 to 4: atom 1 (Ir): 0.719, atom 2 (C): -0.046, atom 3 (C): -0.551, atom 4 (C): -0.020

---

The following is a DFT calculation (the ωB97M-V functional and the def2-TZVPD basis) of an isolated molecule of C12H12N2 at a distorted geometry.

Orbital gap = 9.05 eV
Net charge = 0

Geometry as XYZ:
```
26
C12H12N2, DFT the ωB97M-V functional and the def2-TZVPD basis
C -0.520 2.303 1.001
C 3.126 -0.162 1.429
C 3.878 0.059 0.278
C 1.768 0.197 1.529
C 3.240 0.513 -0.848
C 1.145 0.702 0.403
C 1.909 0.774 -0.869
C 0.013 1.632 -1.659
C -0.286 1.077 0.321
C -2.721 0.701 0.011
C -1.160 -1.164 -0.590
C -1.341 0.075 0.280
N -0.815 3.177 1.691
N 1.179 1.291 -1.893
H 3.632 -0.684 2.171
H 4.902 -0.227 0.154
H 1.221 0.377 2.588
H 3.840 1.009 -1.651
H -0.761 2.091 -2.340
H -2.894 1.797 0.230
H -3.627 0.149 0.334
H -2.778 0.686 -1.093
H -0.870 -0.898 -1.590
H -2.068 -1.806 -0.651
H -0.327 -1.916 -0.298
H -1.394 -0.448 1.301
```

Atom charges from the natural (NBO) analysis, given in e for atoms 1 to 4: atom 1 (C): 0.285, atom 2 (C): -0.196, atom 3 (C): -0.205, atom 4 (C): -0.193

---

Calculated energy in order - -174499.4357, -15615.4269 eV